No. 1
This record from the OMol25 dataset describes a structure of composition C44H35F5N2OP2ReSTe. The level of theory is ωB97M-V/def2-TZVPD.

Calculated values
Molar mass ... 1110.6 g mol⁻¹
2S+1 ... 2
Charge ... +2
F_max ... 0.008 hartree/bohr
Calculated total energy ... -103631.8997 eV

Each line ends with the Mulliken charge.
Geometry (Å):
Re 0.10 1.26 0.41  1.625
Te -1.23 -3.87 -0.29  0.442
C -1.06 -4.00 -2.39  0.037
C -1.40 -2.94 -3.21  0.358
C -1.22 -3.08 -4.57  -0.613
N -0.76 -4.19 -5.15  -0.579
C -0.47 -5.21 -4.35  -0.430
C -0.59 -5.17 -2.97  -0.304
C -0.60 -1.88 -0.19  -1.372
P -1.38 -0.56 0.40  0.585
C -0.15 1.77 -1.56  0.989
C 0.51 2.93 -2.02  -0.546
C 0.43 3.33 -3.35  -0.810
C -0.30 2.58 -4.26  -0.921
C -0.96 1.43 -3.84  -0.816
C -0.88 1.04 -2.52  0.838
C -3.07 -0.75 0.95  0.681
C -3.39 -0.53 2.29  -0.323
C -4.69 -0.73 2.71  -0.863
C -5.66 -1.14 1.81  -0.685
C -5.34 -1.37 0.48  -0.797
C -4.04 -1.18 0.04  -0.673
P 0.97 -1.00 -0.34  1.201
C 2.10 -1.81 0.80  0.764
C 3.46 -1.84 0.53  -0.515
C 4.33 -2.43 1.43  -0.793
C 3.84 -3.01 2.59  -0.673
C 2.48 -2.99 2.86  -0.895
C 1.61 -2.39 1.97  -0.889
C 1.67 -1.24 -1.98  1.567
C 1.88 -2.58 -2.32  -0.481
C 2.44 -2.90 -3.54  -0.993
C 2.81 -1.90 -4.42  -0.825
C 2.64 -0.57 -4.07  -0.914
C 2.07 -0.23 -2.86  -0.376
H -1.79 -2.01 -2.80  0.314
H -1.46 -2.26 -5.25  0.367
H -0.11 -6.11 -4.84  0.404
H -0.31 -6.03 -2.38  0.395
H 1.09 3.53 -1.34  0.326
H 0.94 4.22 -3.67  0.506
H -0.36 2.89 -5.30  0.447
H -1.53 0.84 -4.54  0.484
H -1.39 0.12 -2.22  0.084
H -2.63 -0.23 3.00  0.382
H -4.95 -0.59 3.75  0.483
H -6.68 -1.31 2.15  0.445
H -6.10 -1.70 -0.22  0.483
H -3.78 -1.38 -0.99  0.454
H 3.84 -1.40 -0.39  0.558
H 5.39 -2.46 1.21  0.484
H 4.52 -3.48 3.29  0.455
H 2.10 -3.45 3.76  0.516
H 0.55 -2.38 2.19  0.290
H 1.62 -3.36 -1.62  0.567
H 2.59 -3.94 -3.80  0.508
H 3.25 -2.15 -5.38  0.439
H 2.95 0.22 -4.75  0.513
H 1.95 0.81 -2.60  0.469
O 0.60 3.38 1.03  -0.449
C -0.09 4.48 1.66  -0.714
C -0.49 4.14 3.08  -0.895
C -1.21 2.79 3.16  -0.526
C -2.24 2.68 2.08  0.537
C -3.52 3.16 2.32  -0.837
C -4.46 3.18 1.30  -0.833
C -4.08 2.73 0.05  -0.803
C -2.80 2.26 -0.13  -0.071
N -1.88 2.21 0.86  0.901
H 1.57 3.44 1.11  0.296
H -0.96 4.69 1.03  0.336
H 0.56 5.36 1.62  0.608
H -1.15 4.94 3.44  0.433
H 0.38 4.13 3.73  0.478
H -1.69 2.70 4.14  0.792
H -0.49 1.98 3.10  -0.845
H -3.77 3.51 3.31  0.603
H -5.46 3.54 1.49  0.491
H -4.76 2.74 -0.79  0.567
H -2.48 1.90 -1.10  0.075
F 4.48 0.10 5.61  -0.298
C 4.02 0.41 4.41  0.849
C 2.67 0.29 4.12  -0.342
F 1.81 -0.15 5.03  -0.345
C 2.24 0.63 2.85  -1.076
F 0.90 0.47 2.58  -0.041
C 3.08 1.07 1.84  1.374
S 2.53 1.45 0.21  -0.369
C 4.43 1.18 2.17  0.086
F 5.29 1.58 1.24  -0.358
C 4.90 0.86 3.43  0.287
F 6.19 0.97 3.70  -0.285


No. 2
This record from the OMol25 dataset describes a structure of composition C44H35HfN5O10S5Si. The level of theory is ωB97M-V/def2-TZVPD.

Calculated values
Molar mass ... 1160.7 g mol⁻¹
Charge ... -2
F_max ... 0.037 hartree/bohr
Calculated total energy ... -137483.6350 eV
ΔE to the lowest compared entry with this formula, charge and spin ... 75.2 kJ/mol

Each line ends with the Mulliken charge.
Geometry (Å):
Hf 0.12 0.42 -0.64  0.428
C -2.87 -4.99 5.12  -1.102
O -2.33 -3.94 4.35  -0.359
C -3.19 -2.93 3.98  0.598
C -4.56 -2.97 4.14  -0.489
C -5.34 -1.90 3.73  -0.773
C -4.74 -0.80 3.14  -0.875
C -3.36 -0.76 2.97  -0.350
C -2.57 -1.82 3.40  0.725
N -1.18 -1.77 3.35  -0.200
C -0.54 -0.98 2.35  -0.468
N 0.26 -0.06 2.92  0.205
C 1.08 0.98 2.43  -0.582
C 1.18 1.34 1.09  0.212
C 2.00 2.45 0.81  -0.354
C 2.71 3.11 1.79  -1.141
C 2.63 2.71 3.11  -0.409
C 1.80 1.65 3.44  1.433
O 1.60 1.20 4.72  -0.411
C 2.33 1.83 5.75  -1.027
N -0.75 -1.15 1.10  0.989
C -1.56 -2.23 0.69  -0.068
C -2.75 -1.98 0.01  -0.420
C -3.51 -3.02 -0.51  -0.901
C -3.07 -4.33 -0.37  -1.107
C -1.91 -4.60 0.34  -0.325
C -1.18 -3.57 0.91  0.639
O -0.06 -3.78 1.66  -0.110
C 0.41 -5.10 1.77  -1.073
H -2.02 -5.61 5.42  0.274
H -3.57 -5.60 4.55  0.375
H -3.37 -4.61 6.02  0.403
H -5.04 -3.84 4.59  0.393
H -6.41 -1.93 3.86  0.366
H -5.33 0.04 2.80  0.474
H -2.91 0.11 2.50  0.354
H -0.75 -2.68 3.46  0.325
H 0.24 -0.09 3.93  0.481
H 2.06 2.81 -0.21  0.440
H 3.35 3.95 1.53  0.445
H 3.20 3.22 3.87  0.359
H 2.02 1.35 6.67  0.269
H 2.10 2.90 5.80  0.367
H 3.41 1.70 5.61  0.365
H -3.06 -0.96 -0.10  0.299
H -4.42 -2.80 -1.05  0.431
H -3.62 -5.14 -0.82  0.370
H -1.59 -5.63 0.45  0.486
H 1.33 -5.05 2.35  0.216
H 0.64 -5.52 0.79  0.278
H -0.31 -5.74 2.29  0.314
S 0.51 -6.43 -3.97  -0.351
C 0.46 -4.95 -3.23  0.108
S 1.48 -4.50 -1.91  -0.194
C 0.89 -2.86 -1.65  0.277
C -0.11 -2.48 -2.48  0.616
S -0.96 -0.97 -2.55  -0.772
S -0.62 -3.68 -3.67  -0.161
S 1.65 -1.97 -0.39  -0.571
O -3.57 2.09 1.12  -0.781
C -2.61 2.05 0.35  0.186
O -1.74 1.11 0.33  0.374
C -2.39 3.17 -0.63  0.267
C -3.23 4.25 -0.60  -0.250
C -3.02 5.35 -1.44  -0.720
C -1.86 5.42 -2.21  -0.345
C -0.98 4.37 -2.19  -0.619
C -1.28 3.13 -1.53  0.132
O -0.62 2.06 -1.79  -0.414
N 0.31 4.56 -2.82  0.973
O 1.28 4.09 -2.27  -0.445
O 0.37 5.30 -3.79  -0.654
N -3.95 6.44 -1.46  1.028
O -3.74 7.38 -2.22  -0.675
O -4.92 6.39 -0.72  -0.658
H -4.07 4.25 0.07  0.639
H -1.64 6.31 -2.78  0.629
C 6.83 0.07 -1.63  -0.385
C 6.24 -0.54 -2.73  -0.663
C 4.89 -0.38 -2.98  -0.419
C 4.07 0.38 -2.14  0.165
C 4.68 0.99 -1.05  -0.099
C 6.04 0.84 -0.79  -0.598
Si 2.17 0.47 -2.50  0.719
C 2.05 1.44 -4.15  0.274
C 1.14 1.02 -5.12  -0.283
C 1.01 1.68 -6.34  -0.625
C 1.82 2.77 -6.62  -0.463
C 2.73 3.21 -5.67  -0.529
C 2.83 2.56 -4.45  -0.072
H 7.88 -0.06 -1.43  0.339
H 6.84 -1.16 -3.39  0.353
H 4.44 -0.88 -3.83  0.316
H 4.09 1.58 -0.36  0.134
H 6.49 1.32 0.08  0.375
H 2.09 -0.89 -3.17  -0.501
H 0.51 0.16 -4.91  0.234
H 0.29 1.34 -7.07  0.377
H 1.73 3.28 -7.58  0.341
H 3.35 4.07 -5.88  0.328
H 3.53 2.93 -3.71  0.293


No. 3
This record from the OMol25 dataset describes a structure of composition C44H35N4OPS2ScSe2. The level of theory is ωB97M-V/def2-TZVPD.

Calculated values
Molar mass ... 933.8 g mol⁻¹
Charge ... +1
F_max ... 0.009 hartree/bohr
Calculated total energy ... -236558.4936 eV
ΔE to the lowest compared entry with this formula, charge and spin ... 0.0 kJ/mol

Each line ends with the Mulliken charge.
Geometry (Å):
Sc -0.05 -0.43 -0.01  -0.519
C -2.33 -4.43 0.87  -1.182
C -3.61 -4.20 0.41  -0.682
C -3.92 -2.96 -0.11  -0.992
C -2.93 -1.99 -0.17  0.909
N -1.68 -2.21 0.27  1.051
C -1.40 -3.41 0.78  -0.308
C -3.18 -0.63 -0.70  0.546
C -4.25 -0.32 -1.53  -1.177
C -4.35 0.96 -2.03  -1.083
C -3.40 1.91 -1.69  -1.045
C -2.38 1.52 -0.84  0.839
N -2.27 0.28 -0.37  0.840
C -1.27 2.44 -0.50  0.059
C -1.42 3.81 -0.46  -0.782
C -0.31 4.60 -0.25  -0.772
C 0.92 4.00 -0.09  -1.346
C 0.99 2.62 -0.09  -0.862
N -0.09 1.85 -0.26  2.001
H -2.04 -5.39 1.30  0.501
H -4.37 -4.97 0.46  0.461
H -4.92 -2.74 -0.46  0.431
H -0.38 -3.56 1.12  0.530
H -4.97 -1.08 -1.81  0.410
H -5.15 1.22 -2.72  0.454
H -3.41 2.90 -2.12  0.433
H -2.40 4.25 -0.63  0.585
H -0.41 5.68 -0.23  0.463
H 1.83 4.58 0.03  0.540
H 1.93 2.11 0.02  0.722
Se -0.31 -0.74 -2.68  -0.285
P 0.54 0.93 -3.84  0.869
Se -0.38 2.83 -3.66  -0.415
C 2.32 1.01 -3.47  -0.146
C 3.18 1.60 -4.40  -0.596
C 4.53 1.73 -4.12  -0.712
C 5.04 1.28 -2.91  -0.669
C 4.19 0.68 -1.98  -0.473
C 2.84 0.55 -2.28  1.107
C 0.49 0.29 -5.54  0.371
C 1.09 -0.94 -5.82  -0.439
C 1.09 -1.43 -7.12  -0.706
C 0.50 -0.69 -8.14  -0.411
C -0.10 0.53 -7.86  -0.609
C -0.10 1.02 -6.56  -0.433
H 2.79 1.97 -5.35  0.456
H 5.19 2.19 -4.84  0.396
H 6.10 1.37 -2.69  0.405
H 4.58 0.30 -1.04  0.374
H 2.20 0.04 -1.57  -0.334
H 1.55 -1.52 -5.03  0.384
H 1.56 -2.38 -7.34  0.402
H 0.50 -1.07 -9.15  0.390
H -0.57 1.10 -8.65  0.398
H -0.56 1.97 -6.32  0.300
S 1.59 -2.46 -0.11  -0.568
C 2.63 -1.45 0.84  0.603
C 3.84 -1.86 1.42  -1.107
C 4.54 -0.99 2.22  -0.462
C 4.04 0.30 2.44  -1.288
C 2.87 0.65 1.82  -0.696
N 2.19 -0.19 1.02  1.543
H 4.19 -2.87 1.24  0.537
H 5.47 -1.30 2.67  0.501
H 4.56 1.01 3.07  0.529
H 2.45 1.64 1.96  0.439
O -0.43 -0.20 2.04  0.320
S 0.17 -0.74 3.34  -0.379
C 0.04 0.62 4.46  0.784
C -0.93 1.60 4.25  0.059
C -1.00 2.64 5.17  -0.849
C -0.13 2.68 6.25  -0.535
C 0.83 1.70 6.43  -0.707
C 0.93 0.66 5.52  -0.462
C -1.11 -1.81 3.96  0.532
C -0.74 -2.82 4.83  -0.275
C -1.73 -3.66 5.34  -0.729
C -3.05 -3.48 4.96  -0.573
C -3.40 -2.46 4.08  -0.688
C -2.43 -1.61 3.57  -0.159
H -1.59 1.55 3.40  0.277
H -1.74 3.42 5.03  0.457
H -0.20 3.50 6.96  0.412
H 1.51 1.75 7.27  0.438
H 1.69 -0.11 5.63  0.410
H 0.30 -2.96 5.11  0.470
H -1.46 -4.45 6.02  0.438
H -3.82 -4.14 5.36  0.430
H -4.44 -2.33 3.79  0.463
H -2.68 -0.82 2.87  0.185


No. 4
This record from the OMol25 dataset describes a structure of composition C44H36N9OPb. The level of theory is ωB97M-V/def2-TZVPD.

Calculated values
Molar mass ... 914.0 g mol⁻¹
Charge ... +1
F_max ... 0.041 hartree/bohr
Calculated total energy ... -66914.1104 eV
ΔE to the lowest compared entry with this formula, charge and spin ... 61.7 kJ/mol

Each line ends with the Mulliken charge.
Geometry (Å):
Pb -0.07 0.13 0.42  1.153
C -4.64 3.71 3.87  -0.536
C -3.52 4.28 4.42  -0.441
C -2.29 4.26 3.74  -0.377
C -2.23 3.59 2.52  0.395
C -1.05 3.11 1.72  0.155
N 0.21 3.53 1.98  -0.574
C 1.24 3.19 1.18  0.272
C 2.58 3.88 1.21  -0.130
C 3.13 4.85 2.07  -0.386
C 4.50 5.10 1.97  -0.600
C 5.29 4.50 0.97  -0.605
C 4.74 3.57 0.09  -0.267
C 3.38 3.22 0.26  0.621
C 2.52 2.19 -0.35  -0.138
N 2.91 1.43 -1.38  -0.520
C 2.09 0.64 -2.08  0.239
N 0.77 0.38 -1.88  -0.277
C 0.30 -0.43 -2.90  0.076
N -0.95 -0.82 -3.13  -0.212
C -2.01 -0.31 -2.46  -0.417
N -2.01 0.28 -1.22  0.051
C -3.31 0.76 -0.99  -0.108
N -3.71 1.49 0.05  -0.516
C -2.87 2.20 0.80  0.199
N -1.50 2.24 0.74  -0.445
C -3.37 3.03 1.93  -0.091
C -4.57 3.07 2.64  -0.307
C -4.19 0.36 -2.12  0.120
C -5.54 0.54 -2.35  -0.073
C -6.13 0.00 -3.52  -0.709
C -5.32 -0.59 -4.46  -0.654
C -3.94 -0.79 -4.24  -0.175
C -3.37 -0.32 -3.05  0.306
C 1.44 -0.78 -3.78  0.354
C 1.62 -1.79 -4.75  -0.244
C 2.89 -2.04 -5.29  -0.686
C 3.99 -1.32 -4.79  -0.575
C 3.81 -0.36 -3.80  -0.204
C 2.55 -0.07 -3.30  -0.081
N 1.29 2.20 0.27  -0.138
H -5.59 3.73 4.41  0.383
H -3.54 4.71 5.43  0.373
H -1.37 4.63 4.20  0.489
H 2.50 5.36 2.81  0.480
H 4.95 5.82 2.64  0.407
H 6.33 4.76 0.93  0.468
H 5.34 3.22 -0.73  0.505
H -5.43 2.52 2.26  0.461
H -6.18 1.08 -1.64  0.500
H -7.19 0.07 -3.65  0.449
H -5.77 -0.84 -5.44  0.382
H -3.32 -1.31 -4.98  0.513
H 0.74 -2.33 -5.06  0.479
H 2.99 -2.76 -6.10  0.399
H 4.96 -1.49 -5.23  0.421
H 4.69 0.19 -3.48  0.502
C 0.58 -3.39 0.52  0.077
C -0.45 -3.60 -0.51  0.694
C -1.72 -3.34 0.05  0.679
C -1.52 -3.07 1.46  0.161
C -0.11 -3.08 1.72  0.815
C 0.53 -2.85 3.05  -0.954
C -2.67 -2.98 2.44  -1.468
C -3.06 -3.44 -0.63  -1.381
C -0.17 -3.95 -1.93  -1.214
C 2.07 -3.44 0.28  -1.030
H 0.84 -1.79 3.21  0.026
H 1.37 -3.52 3.23  0.274
H -0.24 -3.05 3.84  0.384
H -3.13 -1.96 2.47  0.182
H -2.25 -3.16 3.44  0.416
H -3.45 -3.72 2.27  0.409
H -3.43 -2.45 -0.94  0.106
H -3.88 -3.91 -0.05  0.379
H -2.94 -4.00 -1.58  0.375
H -1.12 -3.76 -2.42  0.209
H 0.13 -4.99 -2.15  0.385
H 0.54 -3.25 -2.40  0.053
H 2.60 -2.59 0.75  -0.073
H 2.27 -3.45 -0.81  0.376
H 2.46 -4.38 0.70  0.371
C 3.93 -1.59 3.59  -0.945
C 3.82 -0.49 2.52  0.644
N 4.92 0.28 2.42  -0.362
O 2.77 -0.33 1.86  -0.394
H 4.94 -1.62 4.00  0.413
H 3.63 -2.52 3.11  0.126
H 3.24 -1.37 4.39  0.243
H 5.77 0.16 2.97  0.211
H 4.91 1.10 1.77  0.152


No. 5
This record from the OMol25 dataset describes a cluster of 7 separate species, C44H37BFN2O14 in total. The level of theory is ωB97M-V/def2-TZVPD.

Calculated values
Molar mass ... 847.6 g mol⁻¹
Charge ... +1
F_max ... 0.013 hartree/bohr
Calculated total energy ... -81256.2036 eV

Each line ends with the Mulliken charge.
Geometry (Å):
O -0.44 3.60 -5.11  -0.540
B -0.75 2.29 -4.79  0.664
O 0.05 1.29 -5.23  -0.517
C -2.10 2.01 -3.94  -1.311
C -2.08 2.74 -2.65  0.567
C -2.37 4.09 -2.60  -0.865
C -2.32 4.72 -1.36  -0.122
N -1.99 4.04 -0.29  0.271
N -1.71 2.74 -0.27  -0.467
C -1.76 2.10 -1.41  0.852
C -1.46 0.63 -1.37  -0.832
C -0.77 0.16 -0.10  -0.689
C 0.68 0.61 0.04  -0.371
F 1.53 -0.49 0.09  -0.331
H -0.09 4.10 -4.37  0.325
H 0.15 0.59 -4.57  0.323
H -2.28 0.95 -3.83  0.378
H -2.90 2.42 -4.55  0.374
H -2.62 4.66 -3.48  0.491
H -2.55 5.77 -1.24  0.578
H -1.94 4.52 0.62  0.350
H -2.41 0.08 -1.45  0.537
H -0.86 0.36 -2.24  0.175
H -0.79 -0.93 -0.12  0.601
H -1.36 0.44 0.76  0.305
H 0.83 1.22 0.93  0.134
H 0.97 1.20 -0.83  0.332
C -2.70 -3.00 3.55  -0.459
C -2.53 -2.24 2.48  -0.117
C -3.68 -1.79 1.65  0.444
O -3.52 -1.10 0.67  -0.457
C -5.03 -2.23 2.07  -0.460
C -5.21 -2.99 3.15  -0.375
C -4.06 -3.44 3.98  0.253
O -4.22 -4.13 4.95  -0.513
H -1.88 -3.34 4.17  0.439
H -1.55 -1.91 2.15  0.419
H -5.86 -1.89 1.45  0.426
H -6.19 -3.32 3.47  0.411
C -0.17 4.83 3.29  -0.549
C 0.50 4.88 4.44  -0.428
C -0.03 5.64 5.61  0.175
O 0.57 5.68 6.65  -0.489
C -1.34 6.33 5.44  -0.433
C -2.00 6.28 4.29  -0.257
C -1.47 5.53 3.14  0.774
O -2.09 5.48 2.08  -0.663
H 0.19 4.29 2.43  0.381
H 1.45 4.38 4.58  0.440
H -1.71 6.87 6.30  0.473
H -2.95 6.78 4.15  0.369
C -6.20 7.08 1.18  -0.436
C -5.53 7.13 2.33  0.041
C -6.06 7.88 3.49  0.535
O -5.43 7.92 4.53  -0.530
C -7.36 8.57 3.34  -0.417
C -8.03 8.53 2.19  -0.455
C -7.51 7.78 1.02  0.271
O -8.11 7.73 -0.03  -0.525
H -5.84 6.54 0.31  0.441
H -4.58 6.63 2.46  0.233
H -7.72 9.11 4.20  0.417
H -8.98 9.03 2.05  0.416
C 3.92 -1.46 -1.80  -0.395
C 4.80 -0.85 -1.00  -0.316
C 6.23 -0.74 -1.38  0.314
O 7.02 -0.19 -0.64  -0.561
C 6.64 -1.31 -2.68  -0.363
C 5.77 -1.91 -3.48  -0.357
C 4.34 -2.03 -3.10  0.373
O 3.53 -2.58 -3.83  -0.595
H 2.88 -1.56 -1.54  0.557
H 4.51 -0.43 -0.04  0.480
H 7.69 -1.22 -2.93  0.417
H 6.05 -2.35 -4.43  0.423
C 7.54 -4.94 0.72  -0.461
C 7.99 -4.45 -0.43  -0.346
C 7.47 -4.94 -1.73  0.347
O 7.87 -4.48 -2.78  -0.563
C 6.43 -6.00 -1.70  -0.287
C 5.98 -6.49 -0.55  -0.234
C 6.49 -6.00 0.75  0.255
O 6.08 -6.44 1.80  -0.549
H 7.90 -4.60 1.68  0.429
H 8.74 -3.67 -0.48  0.467
H 6.06 -6.34 -2.66  0.496
H 5.22 -7.26 -0.51  0.454
C 0.86 -9.06 -1.23  -0.346
C 2.17 -9.22 -1.04  -0.338
C 3.16 -8.77 -2.05  0.509
O 4.35 -8.91 -1.87  -0.586
C 2.64 -8.14 -3.29  -0.373
C 1.33 -7.98 -3.48  -0.355
C 0.34 -8.43 -2.47  0.350
O -0.85 -8.27 -2.64  -0.545
H 0.13 -9.38 -0.51  0.411
H 2.58 -9.67 -0.14  0.435
H 3.37 -7.82 -4.01  0.433
H 0.93 -7.52 -4.38  0.415